1.
ORCA calculation (wB97M-V/def2-TZVPD) on 2 unconnected molecules or ions with the total composition C6H7N.

Summary:
total energy = -7817.73942 eV
frontier orbital gap (alpha / beta) = 6.37 / 6.38 eV
maximum force = 3.2 eV/Å
LUMO (alpha / beta) = -2.6769 / -2.6723 eV

Cartesian coordinates (Å):
H  1.66  1.17  1.07
C  -0.71  0.24  -1.02
H  0.01  1.79  1.05
C  0.03  -0.67  -0.52
H  1.30  2.63  0.16
N  -2.90  0.22  0.01
H  0.08  -2.76  -0.67
H  -0.19  -2.14  0.96
H  1.43  -2.06  0.24
C  0.37  -1.98  0.03
C  -3.87  0.09  0.64
H  1.27  0.99  -1.61
C  0.61  0.82  -0.77
C  0.91  1.65  0.45

Here are the natural (NBO) charges for atoms 1 to 8, given in e: 0.237, 0.326, 0.250, 0.033, 0.242, -0.690, 0.274, 0.265

2.
ORCA calculation (wB97M-V/def2-TZVPD) on C6H7N in the gas phase.

Summary:
total energy = -7820.89587 eV
frontier orbital gap (alpha / beta) = 7.33 / 7.35 eV
maximum force = 1.1 eV/Å
LUMO (alpha / beta) = -1.4237 / -1.4233 eV

Cartesian coordinates (Å):
H  1.18  2.69  1.24
H  -0.19  2.89  -0.71
C  -0.21  -0.63  -0.75
H  0.63  -0.48  1.22
C  0.06  -2.48  0.89
C  -0.40  0.83  -1.01
C  -0.16  -1.05  0.73
C  0.95  1.70  0.81
H  -1.02  1.05  -1.89
H  -1.10  -0.77  1.22
N  0.26  -3.62  1.02
H  -1.00  -1.18  -1.27
C  0.10  1.90  -0.33
H  0.73  -0.93  -1.24

Here are the natural (NBO) charges for atoms 1 to 8, given in e: 0.111, 0.194, -0.467, 0.309, 0.288, 0.082, -0.535, -0.146

3.
ORCA calculation (wB97M-V/def2-TZVPD) on 2 unconnected molecules or ions with the total composition C6H7N.

Summary:
total energy = -7823.27212 eV
frontier orbital gap = 10.01 eV
maximum force = 1.1 eV/Å
LUMO = 0.6398 eV
SMILES = N#CC1C=CC=C1.[H][H]

Cartesian coordinates (Å):
H  1.48  0.52  1.57
H  -0.28  -1.38  2.28
N  2.52  -1.87  -0.18
H  -0.40  -0.01  -2.90
C  0.33  0.88  -0.21
H  -1.70  1.45  -0.71
H  -2.44  -0.28  1.23
H  0.94  1.45  -0.89
C  0.91  -0.06  0.83
C  -1.41  -0.08  0.94
C  1.80  -1.07  0.26
H  -0.39  0.24  -3.60
C  -1.01  0.86  -0.11
C  -0.33  -0.64  1.49

Here are the natural (NBO) charges for atoms 1 to 8, given in e: 0.281, 0.228, -0.317, 0.000, -0.164, 0.227, 0.225, 0.230

4.
ORCA calculation (wB97M-V/def2-TZVPD) on C6H7N in the gas phase.

Summary:
total energy = -7820.97067 eV
frontier orbital gap = 8.50 eV
maximum force = 0.7 eV/Å
LUMO = -0.2224 eV

Cartesian coordinates (Å):
H  -0.38  -1.95  -0.88
C  1.15  -0.34  -0.51
H  1.89  -0.91  0.05
H  -1.79  -0.75  1.05
C  -0.70  -0.70  0.97
H  -1.08  2.26  -0.28
N  -0.31  0.73  1.11
H  1.51  -0.19  -1.53
C  -0.27  -0.95  -0.48
C  -1.05  0.18  -1.16
C  -0.69  1.25  -0.24
C  0.75  0.96  0.17
H  -0.25  -1.34  1.74
H  1.44  1.78  0.37

Here are the natural (NBO) charges for atoms 1 to 8, given in e: 0.230, -0.419, 0.218, 0.207, -0.233, 0.227, -0.349, 0.229